No. 1
30
Properties=species:S:1:pos:R:3:forces:R:3 method="wB97M-V/def2-TZVPD" gap_ev="9.04 / 8.49" total_charge=0 e_above_lowest_kj_mol=0.00 e_tot_ev=-32805.857 spin_multiplicity=2 lumo_ev="0.223 / -1.062"
C 0.3924 0.8297 0.3481 0.72 1.17 -0.39
C 1.1550 -0.4424 0.6280 -0.18 0.24 0.05
C 0.9716 -1.5370 -0.3239 0.09 -0.01 -1.09
O 0.8905 -1.3078 -1.5323 -0.13 0.07 0.88
Cl 0.1307 1.7711 1.9091 -0.01 -0.35 -0.15
C -1.0049 0.5554 -0.2040 -0.25 0.36 -0.19
C -1.8265 -0.3644 0.4589 0.05 -0.13 -0.14
C -3.1210 -0.6157 0.0146 0.03 0.12 0.04
C -3.6249 0.0677 -1.0920 0.06 0.01 -0.06
C -2.8216 0.9984 -1.7469 -0.11 -0.01 0.15
C -1.5300 1.2596 -1.2907 -0.05 -0.04 0.13
C 2.0546 -0.5779 1.8032 0.05 0.22 0.21
C 0.8846 -2.9523 0.1856 0.07 -0.21 0.30
H -1.4606 -0.8913 1.3421 -0.01 0.16 -0.21
H -3.7479 -1.3304 0.5519 0.21 0.22 -0.18
H -4.6480 -0.1100 -1.4283 0.33 0.02 0.07
H -3.2089 1.5499 -2.6045 0.10 -0.15 0.25
H -0.9713 2.0605 -1.7724 -0.03 -0.37 0.01
H 1.5088 -0.9933 2.6661 0.13 0.04 -0.10
H 2.9091 -1.2250 1.5903 -0.14 -0.01 -0.01
H 2.4361 0.4047 2.1179 -0.11 -0.35 -0.07
H 0.4126 -3.5789 -0.5785 0.20 0.18 0.14
H 1.8881 -3.3434 0.4103 -0.24 0.08 -0.07
H 0.2947 -2.9968 1.1115 0.17 -0.02 -0.17
C 1.2265 1.8436 -0.5923 -1.04 -0.93 0.03
H 1.3832 1.3552 -1.5598 0.01 0.05 0.28
H 0.7001 2.7933 -0.6969 0.05 -0.21 0.17
N 2.5668 2.1737 -0.0426 0.35 0.07 0.27
O 3.5033 1.4692 -0.3650 -0.16 -0.27 -0.07
O 2.6571 3.1347 0.6926 -0.18 0.02 -0.08

No. 2
34
Properties=species:S:1:pos:R:3:forces:R:3 method="wB97M-V/def2-TZVPD" gap_ev=7.77 total_charge=+1 e_above_lowest_kj_mol=324.83 e_tot_ev=-42566.156 lumo_ev=-2.904
K 0.0473 -0.0436 0.3688 -0.68 1.06 7.00
O -0.7730 0.7746 -1.2474 -1.71 1.79 -7.22
C -0.6084 0.5716 -2.4697 -0.52 0.55 2.36
O 1.0897 -1.1822 -0.8799 2.62 -3.09 -6.00
C 0.9898 -1.2406 -2.1048 0.55 -0.24 2.60
O 1.6825 -2.1044 -2.8016 0.07 -0.28 -1.18
N 0.1993 -0.4497 -2.9267 0.03 -0.27 -0.48
C 1.3157 -2.0438 -4.2144 0.15 -0.06 0.57
C 0.4667 -0.7792 -4.3419 -0.08 0.20 0.25
H 0.7698 -2.9541 -4.4388 -0.07 -0.03 -0.06
H 2.2354 -2.0117 -4.7852 0.04 0.02 -0.07
H -0.4570 -0.9694 -4.8774 -0.06 0.01 -0.06
H 1.0059 0.0350 -4.8184 0.01 0.06 -0.06
C -1.2606 1.4010 -3.4689 -0.25 0.84 -0.68
C -1.3733 2.7223 -3.3152 -0.01 -0.52 0.02
H -1.6411 0.9309 -4.3623 0.02 -0.08 -0.18
H -0.9880 3.2301 -2.4434 0.04 -0.04 0.11
H -1.8495 3.3286 -4.0715 -0.03 -0.01 -0.04
N 0.9008 1.2289 4.4348 -0.58 -0.59 1.07
C 1.7367 2.1864 3.9914 1.65 1.91 -0.41
C 1.7721 2.1358 2.6116 0.12 0.27 1.68
N 0.9578 1.1477 2.2004 -0.51 -0.44 2.29
C 0.4387 0.6122 3.3305 -0.80 -1.06 -1.69
C -0.5315 -0.5263 3.3321 0.90 0.97 -1.69
N -0.9836 -1.1216 2.2037 0.34 0.58 2.27
C -1.8227 -2.0875 2.6172 -0.22 -0.20 1.68
C -1.8690 -2.0654 3.9974 -1.61 -1.92 -0.41
N -1.0586 -1.0847 4.4382 0.50 0.64 1.07
H 0.6657 1.0191 5.4300 0.43 0.40 -1.54
H 2.2815 2.8725 4.6264 -0.23 -0.27 0.16
H 2.3474 2.7740 1.9548 -0.14 -0.18 0.02
H -2.3565 -2.7627 1.9621 0.14 0.19 0.02
H -2.4492 -2.7197 4.6344 0.22 0.28 0.16
H -0.8814 -0.8235 5.4331 -0.34 -0.48 -1.53

No. 3
36
Properties=species:S:1:pos:R:3:forces:R:3 method="wB97M-V/def2-TZVPD" gap_ev=4.66 total_charge=+2 e_tot_ev=-53348.278 lumo_ev=-9.327
Mg -0.3269 -1.1804 3.6005 -1.31 1.31 -1.64
O 1.8935 0.6809 -0.4955 0.13 -1.25 -0.56
C 2.3398 0.0170 -1.4295 -0.32 0.68 0.26
O -0.3925 -1.1012 -1.4785 0.62 0.60 -0.52
C 0.1694 -0.5862 -2.4203 -0.02 0.08 -0.16
O -0.4530 -0.2141 -3.5593 1.00 -0.51 0.50
N 1.5639 -0.3370 -2.5611 -0.98 -0.08 1.05
C 0.5421 0.1749 -4.5463 -0.98 0.52 -0.61
C 1.9080 0.1435 -3.9056 0.62 -0.17 0.63
H 0.2670 1.1924 -4.8388 0.06 -0.35 -0.30
H 0.4882 -0.5294 -5.3769 -0.23 0.23 0.03
H 2.3815 1.1274 -3.8507 -0.18 -0.04 0.00
H 2.6063 -0.5231 -4.4228 -0.25 -0.02 0.11
C 3.7348 -0.4010 -1.5864 0.58 -0.15 0.65
C 4.5675 -0.6230 -0.5539 -0.50 -0.30 -1.23
H 4.0011 -0.6129 -2.6195 0.42 0.18 0.27
H 4.2053 -0.6626 0.4635 0.13 0.49 0.08
H 5.5926 -0.9157 -0.7651 -0.17 -0.05 0.22
N 1.1412 1.9475 2.0206 -0.04 0.69 0.22
C -0.0720 1.9263 2.5933 0.09 -0.11 0.40
N -0.7029 0.8072 2.9560 0.73 -0.07 -0.02
C -2.0826 1.0494 3.1641 1.15 2.94 0.01
C -2.3677 2.3976 3.1810 -0.70 -1.33 0.61
S -0.9747 3.3902 2.8984 -0.32 -0.95 -0.25
C -2.9004 -0.0967 2.9697 -2.59 -1.98 -0.79
C -4.2664 -0.2521 2.7845 1.38 0.74 1.09
S -4.6997 -1.7600 2.0543 1.43 0.54 -0.05
C -2.9621 -2.0627 1.8452 -0.42 0.16 0.26
N -2.1700 -1.2398 2.5505 -0.27 -0.95 -0.55
N -2.5118 -2.9593 0.9440 -0.26 -0.20 0.27
H 1.4546 2.8841 1.7582 0.13 -0.60 0.05
H 1.3702 1.2379 1.3251 0.06 0.03 0.00
H -3.3626 2.8127 3.3566 0.52 0.04 -0.15
H -5.0115 0.4720 3.1032 0.05 -0.28 -0.21
H -3.2202 -3.5550 0.5023 0.63 0.40 0.15
H -1.7499 -2.6490 0.3392 -0.16 -0.23 0.19

No. 4
28
Properties=species:S:1:pos:R:3:forces:R:3 method="wB97M-V/def2-TZVPD" gap_ev=9.31 total_charge=+1 e_above_lowest_kj_mol=0.00 smiles="NC1=CC=CC=C(c2ccccc2[NH3+])S1" e_tot_ev=-26462.983 lumo_ev=-2.844
N 1.3912 1.8267 1.2705 0.28 0.17 0.25
C 1.9804 0.5853 0.8584 0.61 0.27 0.90
C 3.0218 0.5168 0.0044 -0.01 0.17 0.07
C 3.4008 -0.6560 -0.7043 -0.05 -0.06 0.05
C 2.5026 -1.5572 -1.1812 0.09 -0.13 0.03
C 1.0976 -1.4331 -1.0141 -0.12 0.08 -0.02
C 0.4744 -0.9111 0.0646 -0.52 -0.91 0.18
C -0.9858 -0.6748 0.1094 -0.21 0.06 -0.12
C -1.8413 -1.7497 0.3416 -0.06 0.24 -0.09
C -3.2119 -1.5677 0.3920 0.00 0.00 0.02
C -3.7540 -0.3026 0.2374 0.11 0.04 0.01
C -2.9169 0.7783 0.0182 0.11 0.10 -0.01
C -1.5478 0.5879 -0.0526 -0.20 -0.36 0.03
N -0.6744 1.7334 -0.3297 0.01 -0.08 -0.01
S 1.2901 -0.8343 1.6493 0.18 0.41 -0.79
H 1.1897 1.8336 2.2679 0.07 0.03 -0.07
H 1.9790 2.6229 1.0344 0.02 -0.01 0.04
H 3.5542 1.4264 -0.2477 0.04 0.14 0.05
H 4.4282 -0.7171 -1.0289 0.09 -0.06 -0.14
H 2.8375 -2.3070 -1.8812 0.15 -0.05 -0.09
H 0.4790 -1.7001 -1.8641 -0.07 -0.03 -0.05
H -1.4188 -2.7321 0.4787 0.07 -0.13 0.00
H -3.8521 -2.4188 0.5565 -0.11 -0.08 0.03
H -4.8193 -0.1477 0.2821 -0.12 -0.01 0.01
H -3.3339 1.7672 -0.1050 -0.07 0.13 -0.04
H -1.2407 2.5833 -0.3845 0.22 -0.11 -0.03
H -0.1950 1.5984 -1.2251 -0.14 0.10 0.07
H 0.1655 1.8489 0.4531 -0.38 0.10 -0.29

No. 5
54
Properties=species:S:1:pos:R:3:forces:R:3 method="wB97M-V/def2-TZVPD" gap_ev="8.34 / 4.40" total_charge=-1 e_tot_ev=-202145.000 spin_multiplicity=2 lumo_ev="1.614 / -2.325"
N -0.2820 -0.9244 -0.2697 0.02 -0.41 0.90
H -0.8003 -1.4830 -0.9326 -0.10 0.42 -0.96
H -0.9423 -0.8156 0.4869 -1.02 0.00 1.03
H 0.1025 -0.0189 -0.4985 0.21 0.34 -1.08
H 0.4455 -1.5007 0.1286 0.54 -0.04 0.05
N -1.1979 0.0591 3.7856 0.00 -0.66 0.26
H -0.2265 -0.0004 4.0557 0.41 1.24 0.40
H -1.2185 -0.6954 3.1145 -0.68 -2.20 -1.02
H -1.5064 0.6628 3.0370 0.33 2.08 -0.17
H -1.9055 -0.1211 4.4834 0.16 0.00 0.17
O -4.0071 1.0110 0.3497 4.28 2.97 -1.92
C -3.0709 1.6811 -0.1799 -2.74 -1.95 0.48
O -3.0857 2.2365 -1.4142 0.14 -0.60 2.50
B -1.8620 3.0661 -1.5867 -0.66 0.38 -2.11
O -0.9714 2.7668 -0.4446 -0.41 0.32 -0.66
C -1.5891 2.0051 0.3890 -0.48 -0.65 2.24
O -1.0977 1.6401 1.4674 -0.94 0.11 -1.69
O -2.2115 4.4900 -1.7627 0.00 0.43 -0.88
C -2.0540 4.8488 -3.0777 1.59 -1.02 0.38
O -2.2819 5.8757 -3.6268 -0.60 0.36 0.59
C -1.3312 3.6336 -3.7745 -0.41 0.10 -3.42
O -1.3318 2.6729 -2.9188 0.78 -1.26 1.59
O -1.0010 3.5206 -4.9653 -0.72 0.84 3.04
O 1.5568 1.7053 -3.4118 1.85 -1.13 4.58
C 2.0784 1.4035 -2.3183 -2.70 0.40 -3.53
O 1.4235 1.2127 -1.1003 0.72 0.96 -1.97
B 2.4735 1.1920 -0.1082 0.11 -0.02 0.50
O 3.6943 0.8178 -0.8300 1.40 0.00 1.00
C 3.5601 1.0066 -2.1007 -0.06 0.84 -3.34
O 4.3287 0.9263 -3.0532 -0.91 -0.20 2.57
O 2.5809 2.4707 0.6839 -0.27 -0.75 1.25
C 2.2089 2.2318 1.9672 -1.43 3.40 0.80
O 1.9142 3.0843 2.8534 1.64 -3.59 -3.49
C 1.9907 0.7120 2.0684 0.37 -0.05 -0.29
O 2.1734 0.1260 0.8578 -0.35 0.75 2.19
O 1.7153 0.1749 3.1024 -0.30 -0.77 -0.07
O -3.5826 -1.9304 -3.7506 -1.43 -0.32 -0.87
C -2.4728 -1.5940 -3.1893 -1.06 -0.78 0.38
O -2.3693 -1.7031 -1.9884 1.22 0.50 1.72
O -1.5361 -1.3065 -3.9462 2.11 0.78 -0.09
H -3.2429 -2.0510 -4.6403 -0.93 -0.20 -1.28
O -2.6509 -2.3670 3.6135 0.48 -0.92 1.93
C -2.7614 -2.1613 2.3142 -3.37 1.62 -3.69
O -2.0039 -1.3892 1.7409 5.10 2.01 0.21
O -3.7785 -2.4592 1.7012 -1.71 -2.67 0.94
H -3.4665 -2.8608 3.7257 -0.37 -0.37 0.75
Br 1.5873 -3.5124 0.2175 1.50 -0.34 0.68
C 3.3728 -3.2751 1.1648 0.28 -0.35 -0.35
C 4.0683 -4.6324 1.3514 -1.64 -0.66 0.32
Br 5.8617 -4.4871 2.0498 -0.06 0.18 -0.28
H 3.1502 -2.7480 2.0925 -0.07 -0.24 -0.11
H 4.0121 -2.6454 0.5460 -0.45 0.09 -0.18
H 3.9965 -5.2812 0.4784 0.71 0.59 -0.44
H 3.5443 -5.2705 2.0630 -0.08 0.45 0.40

No. 6
35
Properties=species:S:1:pos:R:3:forces:R:3 method="wB97M-V/def2-TZVPD" gap_ev=7.11 total_charge=0 e_above_lowest_kj_mol=0.00 e_tot_ev=-36001.793 lumo_ev=-0.695
C -3.8711 2.1719 1.5126 0.15 0.52 0.48
C -3.8535 2.6872 0.0833 -0.79 0.52 0.15
H -4.2596 1.1548 1.6035 0.25 0.13 -0.05
H -4.5064 2.7894 2.1587 -0.03 0.00 -0.33
H -2.8976 2.2464 2.0431 -0.67 -0.07 -0.31
H -3.3418 2.0381 -0.6364 -0.08 0.10 -0.11
H -4.8917 2.7532 -0.2620 0.25 -0.04 -0.20
H -3.4404 3.6992 0.0320 0.11 -0.19 -0.13
C 0.5913 -2.1414 1.9490 -0.14 -0.34 0.04
C 1.2061 -3.3861 2.1479 0.15 0.17 -0.49
C 1.9232 -3.9504 1.0929 -0.25 0.53 -0.09
C 1.9890 -3.2277 -0.0939 -0.34 0.62 -0.31
H 0.0676 -1.6509 2.7720 0.02 -0.17 -0.24
H 1.1173 -3.8968 3.0973 0.02 0.15 0.03
H 2.4344 -4.9128 1.1588 -0.20 0.32 0.16
H 2.5865 -3.5907 -0.9220 -0.12 -0.11 0.22
N 0.5582 -1.4983 0.7736 0.43 -0.27 -0.04
C 1.2754 -2.0158 -0.2468 0.01 -0.77 0.90
C 1.3241 -1.2335 -1.5090 0.01 0.29 -0.73
N 0.6060 -0.0862 -1.5544 0.79 -0.01 -0.35
C 0.8111 0.7333 -2.5988 0.12 -0.65 -0.36
C 2.2198 -0.8667 -3.7341 -0.37 0.12 0.50
C 1.5656 0.3662 -3.7304 -0.25 0.22 0.35
H 0.3534 1.7298 -2.5302 0.07 -0.49 -0.16
H 1.6112 1.0431 -4.5845 0.09 -0.18 0.30
C 2.1310 -1.6528 -2.5888 -0.33 0.25 0.30
H 2.6751 -2.5937 -2.5248 -0.16 0.37 -0.12
H 2.7969 -1.2217 -4.5850 -0.12 0.22 0.13
Ba -1.2389 0.9708 0.5729 1.24 -0.56 0.35
I -2.3761 -0.0791 3.4010 0.23 -0.71 0.43
F 1.1722 1.9159 0.3868 -0.21 0.72 0.26
B 1.0203 2.7841 1.5760 -0.28 -0.74 0.19
F 2.1126 3.5714 1.7236 -0.43 0.09 -0.02
F -0.2532 3.4797 1.3872 0.74 -0.42 -0.31
F 0.7819 1.8701 2.6287 0.09 0.38 -0.43

Repeat the sixth record exactly.
35
Properties=species:S:1:pos:R:3:forces:R:3 method="wB97M-V/def2-TZVPD" gap_ev=7.11 total_charge=0 e_above_lowest_kj_mol=0.00 e_tot_ev=-36001.793 lumo_ev=-0.695
C -3.8711 2.1719 1.5126 0.15 0.52 0.48
C -3.8535 2.6872 0.0833 -0.79 0.52 0.15
H -4.2596 1.1548 1.6035 0.25 0.13 -0.05
H -4.5064 2.7894 2.1587 -0.03 0.00 -0.33
H -2.8976 2.2464 2.0431 -0.67 -0.07 -0.31
H -3.3418 2.0381 -0.6364 -0.08 0.10 -0.11
H -4.8917 2.7532 -0.2620 0.25 -0.04 -0.20
H -3.4404 3.6992 0.0320 0.11 -0.19 -0.13
C 0.5913 -2.1414 1.9490 -0.14 -0.34 0.04
C 1.2061 -3.3861 2.1479 0.15 0.17 -0.49
C 1.9232 -3.9504 1.0929 -0.25 0.53 -0.09
C 1.9890 -3.2277 -0.0939 -0.34 0.62 -0.31
H 0.0676 -1.6509 2.7720 0.02 -0.17 -0.24
H 1.1173 -3.8968 3.0973 0.02 0.15 0.03
H 2.4344 -4.9128 1.1588 -0.20 0.32 0.16
H 2.5865 -3.5907 -0.9220 -0.12 -0.11 0.22
N 0.5582 -1.4983 0.7736 0.43 -0.27 -0.04
C 1.2754 -2.0158 -0.2468 0.01 -0.77 0.90
C 1.3241 -1.2335 -1.5090 0.01 0.29 -0.73
N 0.6060 -0.0862 -1.5544 0.79 -0.01 -0.35
C 0.8111 0.7333 -2.5988 0.12 -0.65 -0.36
C 2.2198 -0.8667 -3.7341 -0.37 0.12 0.50
C 1.5656 0.3662 -3.7304 -0.25 0.22 0.35
H 0.3534 1.7298 -2.5302 0.07 -0.49 -0.16
H 1.6112 1.0431 -4.5845 0.09 -0.18 0.30
C 2.1310 -1.6528 -2.5888 -0.33 0.25 0.30
H 2.6751 -2.5937 -2.5248 -0.16 0.37 -0.12
H 2.7969 -1.2217 -4.5850 -0.12 0.22 0.13
Ba -1.2389 0.9708 0.5729 1.24 -0.56 0.35
I -2.3761 -0.0791 3.4010 0.23 -0.71 0.43
F 1.1722 1.9159 0.3868 -0.21 0.72 0.26
B 1.0203 2.7841 1.5760 -0.28 -0.74 0.19
F 2.1126 3.5714 1.7236 -0.43 0.09 -0.02
F -0.2532 3.4797 1.3872 0.74 -0.42 -0.31
F 0.7819 1.8701 2.6287 0.09 0.38 -0.43